[1]
C5H5NO in the gas phase. Source: OMol25; level of theory: ωB97M-V/def2-TZVPD.

Its relative energy (zero: lowest compared OMol25 entry of this formula, charge and spin) is 1.352 eV. The SMILES is N#C[C@@H]1C[C@@H]1C=O. The calculation puts the total energy at -323.46998 Ha. The value obtained for the gap between HOMO and LUMO is 0.40596 hartree. The calculation puts the LUMO energy at 0.7 eV. As for the HOMO energy: -10.4 eV.

ORCA input file:
```
! wB97M-V def2-TZVPD RIJCOSX def2/J DEFGRID3
* xyz 0 1
O -2.113 -1.164 1.266
N 0.615 -1.588 -2.288
C 0.433 -0.643 -1.644
C -0.530 0.429 0.483
C 0.204 0.541 -0.846
C 0.938 0.730 0.448
C -0.981 -0.922 0.931
H 1.614 -0.065 0.749
H 1.269 1.733 0.694
H -0.192 -1.704 0.941
H -1.234 1.227 0.699
H -0.023 1.426 -1.433
*
```

[2]
A molecular structure, C40H86AsF6O22P2S7. Source: OMol25; level of theory: ωB97M-V/def2-TZVPD.

Its relative energy (zero: lowest compared OMol25 entry of this formula, charge and spin) is 0.000 eV. The calculation puts the total energy at -9536.40118 Ha. The value obtained for the gap between HOMO and LUMO is 0.36488 hartree. The calculation puts the LUMO energy at 1.6 eV. As for the HOMO energy: -8.3 eV.

ORCA input file:
```
! wB97M-V def2-TZVPD RIJCOSX def2/J DEFGRID3
* xyz -1 1
As -0.065 -0.875 0.601
S 2.852 -2.129 -3.467
S -4.943 -2.712 3.403
S 6.760 0.095 0.209
S 4.289 -5.957 1.493
S -3.699 4.710 -2.917
S 3.469 3.969 4.810
S -0.889 -5.543 4.258
P 1.667 5.054 -0.729
P -4.405 -1.998 -4.408
F 0.392 -1.017 -1.082
F 0.900 0.548 0.647
F -1.042 -2.296 0.373
F -0.551 -0.813 2.258
F 1.244 -1.923 1.030
F -1.425 0.145 0.181
O 2.806 -0.687 -3.365
O 4.058 -6.178 0.083
O -4.725 5.507 -2.280
O -5.331 -3.070 -4.739
O 3.766 -2.799 -4.367
O -4.691 -3.926 2.671
O -3.738 -1.301 -5.668
O 4.222 -7.079 2.395
O 4.737 3.331 5.091
O 1.040 4.121 -1.820
O -3.122 -2.463 -3.573
O -2.943 5.193 -4.047
O 2.935 4.657 -0.113
O 3.192 5.273 5.360
O -4.935 -2.743 4.848
O 0.316 -5.715 3.481
O 0.467 5.221 0.292
O 1.739 6.445 -1.505
O 7.979 0.807 0.513
O -4.945 -0.774 -3.535
O -1.963 -6.497 4.168
O 6.780 -1.354 0.258
C 1.178 -4.082 -3.094
C -3.786 -2.677 -1.193
C 3.281 3.958 2.985
C -1.472 -3.155 5.406
C -1.458 -3.830 4.046
C -3.456 2.086 -2.418
C -6.310 -0.380 -3.661
C -3.049 2.817 -1.119
C 3.269 -4.559 2.058
C -0.337 7.286 1.302
C 2.499 6.597 -2.705
C 4.187 0.676 0.244
C 1.420 2.601 3.827
C 5.325 0.591 1.243
C 2.545 2.609 2.778
C -3.908 -1.333 2.701
C 3.052 -2.969 -1.891
C 1.098 2.687 -1.620
C -2.748 -0.268 -5.532
C 4.192 -3.360 2.107
C 5.618 -3.827 2.401
C -6.086 -1.251 1.552
C -2.878 -2.029 -2.244
C 4.729 1.304 -1.045
C -0.453 -5.298 5.993
C -6.481 -1.988 2.815
C 1.213 -2.745 -3.830
C 0.577 6.061 1.452
C 1.839 -3.875 -1.714
C -2.570 4.195 -1.582
C -1.422 -0.744 -6.115
C 0.880 2.013 -2.957
C -0.318 -3.797 6.212
C 5.891 -5.125 1.657
C -4.295 3.022 -3.258
C 1.645 6.375 -3.957
C 2.130 2.773 5.144
C -6.930 -0.393 -2.292
C 6.038 0.594 -1.377
C -4.854 -0.429 1.918
H -3.128 -1.856 2.150
H 4.191 4.237 2.477
H -7.998 -0.160 -2.272
H -2.512 4.998 -0.859
H -1.388 7.067 1.496
H 3.458 1.417 0.589
H 6.773 1.253 -1.843
H -2.283 2.255 -0.594
H 2.031 2.555 1.818
H -4.826 -2.379 -1.346
H 2.033 -4.846 -1.265
H -4.009 1.157 -2.269
H 3.604 -0.233 0.113
H -0.396 -3.623 7.281
H 3.881 -2.672 2.898
H 4.146 -2.730 1.217
H 6.316 -5.006 0.663
H -2.961 -0.939 -2.125
H -6.853 -1.050 -4.330
H 0.274 5.497 2.335
H 2.592 1.853 5.506
H -3.977 2.932 -0.549
H 0.187 -4.500 -2.909
H -2.522 1.811 -2.919
H -4.305 -0.102 1.035
H -6.400 0.142 -1.506
H -6.776 -1.228 3.544
H 0.551 -2.042 -3.316
H -3.482 -2.416 -0.185
H -3.667 -3.758 -1.304
H -5.879 -1.956 0.740
H 3.322 5.870 -2.761
H 0.622 0.962 -2.830
H 5.541 1.617 1.562
H 2.475 -4.512 1.317
H -2.354 -3.923 3.438
H 0.721 3.404 3.607
H 4.971 2.359 -0.936
H 2.963 7.583 -2.748
H 0.087 2.559 -3.473
H 2.468 4.624 2.686
H -2.435 -3.272 5.899
H -5.371 3.088 -3.099
H 1.609 3.145 6.031
H 0.625 -3.450 5.787
H -6.366 0.594 -4.155
H -5.189 0.402 2.533
H -0.993 -1.503 -5.457
H -0.734 -3.324 3.404
H -0.689 0.066 -6.052
H -2.638 0.018 -4.482
H -6.961 -1.440 -1.950
H 0.615 6.717 -3.813
H -1.630 3.995 -2.104
H 6.000 -0.312 -1.979
H 0.026 8.121 1.894
H -0.319 7.540 0.237
H 1.988 6.897 -4.855
H 1.797 2.018 -3.545
H -4.130 2.895 -4.330
H 1.028 -2.837 -4.892
H 3.066 -2.224 -1.088
H -1.339 -5.635 6.543
H 6.537 -5.816 2.195
H 1.688 -4.825 -3.714
H -7.265 -2.728 2.699
H 0.363 -5.941 6.313
H -1.569 -1.140 -7.114
H -6.887 -0.632 1.141
H 3.328 1.855 2.897
H 0.342 2.452 -0.869
H 5.252 -0.020 2.132
H 1.605 6.413 1.558
H -3.447 -0.817 3.540
H -1.861 -2.243 -1.908
H 5.684 -4.101 3.462
H -1.235 -2.100 5.280
H 2.828 -4.749 3.033
H 0.978 1.606 3.763
H 4.071 -3.349 -1.904
H 1.094 -3.355 -1.120
H 1.584 5.320 -4.224
H 4.015 1.131 -1.850
H 6.414 -3.105 2.250
H 2.068 2.409 -1.205
H -3.034 0.650 -6.059
*
```

[3]
9 unconnected molecules or ions with the total composition C4H29N2O8S. Source: OMol25; level of theory: ωB97M-V/def2-TZVPD.

Its relative energy (zero: lowest compared OMol25 entry of this formula, charge and spin) is 1.066 eV. The calculation puts the total energy at -1278.73150 Ha. The value obtained for the gap between HOMO and LUMO (alpha / beta) is 0.36541 / 0.17626 hartree. The calculation puts the LUMO energy (alpha / beta) at -6.1 / -11.2 eV. As for the HOMO energy (alpha / beta): -16.0 / -16.0 eV.

ORCA input file:
```
! wB97M-V def2-TZVPD RIJCOSX def2/J DEFGRID3
* xyz 2 2
S 2.161 -0.486 -3.604
O -0.666 2.920 -3.239
O -1.791 -0.157 1.921
O -0.053 -3.451 2.280
O 1.112 3.615 1.731
O 1.247 -0.058 2.428
O 0.256 -3.247 -1.309
O -1.826 1.826 3.670
O 3.072 -2.562 -0.828
N -0.065 1.609 0.537
N -2.388 -0.919 -0.615
C -1.649 0.341 -0.840
C 0.955 0.011 -1.181
C -0.234 0.292 -0.251
C 0.672 -0.052 -2.730
H 0.530 -3.676 -2.130
H -2.627 0.323 2.083
H 0.306 0.947 -3.114
H -0.036 2.439 -0.052
H 1.307 -0.999 -0.979
H -0.852 1.623 1.195
H -0.069 -0.576 0.396
H 1.800 0.117 -4.768
H 3.704 -3.126 -0.337
H 1.198 -1.004 2.202
H 0.847 4.309 2.328
H -1.525 0.638 -1.885
H -1.484 3.009 -3.726
H -1.433 2.101 4.514
H 2.305 -2.532 -0.248
H 0.887 -3.371 -0.628
H 1.791 0.713 -1.018
H -0.563 3.687 -2.668
H 2.029 3.320 1.746
H -3.291 -0.959 -1.072
H -0.280 -0.586 -2.820
H -2.156 1.083 -0.245
H -2.208 -0.729 1.214
H 1.928 -0.114 3.108
H -0.170 -4.365 2.588
H 0.860 1.539 0.955
H -1.371 1.036 3.357
H -0.335 -2.745 2.837
H -1.894 -1.785 -0.806
*
```

[4]
4 unconnected molecules or ions with the total composition C12H32BFO3S. Source: OMol25; level of theory: ωB97M-V/def2-TZVPD.

The SMILES is CCOCC.CCOCC.CCOCC.FBS. The calculation puts the total energy at -1225.02685 Ha. The value obtained for the gap between HOMO and LUMO is 0.37371 hartree. The calculation puts the LUMO energy at 0.5 eV. As for the HOMO energy: -9.7 eV.

ORCA input file:
```
! wB97M-V def2-TZVPD RIJCOSX def2/J DEFGRID3
* xyz 0 1
S -3.914 -3.760 -0.157
F -4.290 -1.047 -0.082
O 1.479 -2.221 -3.823
O -0.417 -0.346 -0.069
O -0.825 4.648 4.274
C 2.592 -2.424 -4.674
C -1.061 0.847 0.338
C 0.403 4.025 4.606
C 1.777 -4.257 -2.475
C -1.955 3.799 4.194
C 2.271 -3.213 -5.932
C -1.378 1.793 -0.807
C 0.837 -0.194 -0.713
C 0.856 -3.389 -3.316
C -2.280 3.077 5.491
C 1.888 0.486 0.147
C 0.840 2.961 3.614
B -3.753 -2.028 -0.721
H 1.622 1.518 0.379
H -1.942 2.652 -0.441
H 2.934 -1.426 -4.953
H -2.405 3.793 6.304
H 0.415 -3.970 -4.134
H 1.970 -4.236 -5.706
H 0.149 2.116 3.596
H 3.414 -2.893 -4.121
H 2.209 -3.676 -1.659
H 2.010 -0.045 1.093
H 1.220 -5.093 -2.051
H 0.711 0.329 -1.667
H -0.469 1.356 1.109
H 2.846 0.498 -0.374
H -3.180 -1.789 -1.732
H 1.143 4.826 4.626
H -1.972 1.283 -1.568
H 0.884 3.376 2.605
H 1.456 -2.739 -6.482
H 2.600 -4.668 -3.061
H 0.360 3.614 5.621
H -3.431 -3.780 1.091
H 1.826 2.580 3.880
H -2.790 4.446 3.923
H -1.492 2.380 5.780
H 1.172 -1.202 -0.957
H -1.994 0.539 0.813
H -3.204 2.507 5.382
H -1.836 3.082 3.373
H 0.029 -3.042 -2.696
H -0.475 2.168 -1.290
H 3.148 -3.260 -6.579
*
```

[5]
A molecular structure, C21H21BBeF4N3OS. Source: OMol25; level of theory: ωB97M-V/def2-TZVPD.

The calculation puts the total energy at -1889.38761 Ha. The value obtained for the gap between HOMO and LUMO (alpha / beta) is 0.17442 / 0.20852 hartree. The calculation puts the LUMO energy (alpha / beta) at 2.6 / 2.6 eV. As for the HOMO energy (alpha / beta): -2.1 / -3.0 eV.

ORCA input file:
```
! wB97M-V def2-TZVPD RIJCOSX def2/J DEFGRID3
* xyz -1 1
S -3.191 -1.120 -2.858
F -4.345 -3.018 -0.442
F -2.931 -2.616 1.604
F -4.756 -1.735 -2.252
F -4.112 -0.411 1.645
O -3.962 0.078 -2.386
N 2.954 0.365 3.004
N 1.375 1.368 4.178
N -1.417 -0.541 0.309
C -4.355 -1.725 -0.930
C 2.903 2.219 5.982
C 4.239 2.246 6.403
C 0.755 -0.989 -3.909
C 2.432 0.852 -4.246
C 1.609 0.653 3.090
C -0.529 -1.438 -3.586
C -0.738 0.589 2.325
C 4.939 0.928 4.474
C 3.599 0.918 4.080
C 0.038 1.294 -3.594
C 5.237 1.611 5.659
C 2.587 1.540 4.797
C 1.044 0.380 -3.927
C -1.538 -0.521 -3.274
C -1.246 0.845 -3.271
C -3.731 -1.470 -4.551
C -0.127 -0.883 0.122
C 0.902 -0.530 0.982
C 0.597 0.227 2.117
C -1.695 0.189 1.409
B -3.288 -1.376 0.955
Be -2.673 -1.014 -0.808
H 2.832 0.310 -5.110
H 2.442 1.918 -4.497
H 3.398 -0.166 2.273
H -3.634 -0.574 -5.169
H 5.714 0.436 3.898
H -5.060 -1.111 -0.334
H 4.499 2.769 7.320
H 0.243 2.362 -3.580
H -1.028 1.177 3.192
H -1.577 -0.504 -1.567
H 1.531 -1.715 -4.143
H -0.727 -2.506 -3.573
H -2.740 0.453 1.541
H 1.909 -0.851 0.748
H -3.132 -2.283 -4.969
H 3.090 0.692 -3.386
H 2.123 2.709 6.553
H -4.779 -1.777 -4.523
H 6.267 1.647 6.009
H -2.015 1.571 -3.013
H 0.067 -1.471 -0.771
*
```

[6]
C3H3NO2S2 in the gas phase. Source: OMol25; level of theory: ωB97M-V/def2-TZVPD.

Its relative energy (zero: lowest compared OMol25 entry of this formula, charge and spin) is 3.268 eV. The SMILES is O=c1cc(S)n(S)o1. The calculation puts the total energy at -1117.60601 Ha. The value obtained for the gap between HOMO and LUMO is 0.33416 hartree. The calculation puts the LUMO energy at 0.0 eV. As for the HOMO energy: -9.1 eV.

ORCA input file:
```
! wB97M-V def2-TZVPD RIJCOSX def2/J DEFGRID3
* xyz 0 1
S -1.996 1.256 -0.082
S -1.670 -2.095 -0.304
O 0.885 -1.377 0.249
O 3.034 -0.401 -0.250
N -0.462 -0.929 0.105
C 0.972 0.938 -0.113
C 1.826 -0.234 -0.090
C -0.365 0.424 -0.151
H -1.300 2.532 0.088
H -2.383 -2.088 0.993
H 1.458 1.974 -0.446
*
```

Please write out number 5 again, unchanged.
A molecular structure, C21H21BBeF4N3OS. Source: OMol25; level of theory: ωB97M-V/def2-TZVPD.

The calculation puts the total energy at -1889.38761 Ha. The value obtained for the gap between HOMO and LUMO (alpha / beta) is 0.17442 / 0.20852 hartree. The calculation puts the LUMO energy (alpha / beta) at 2.6 / 2.6 eV. As for the HOMO energy (alpha / beta): -2.1 / -3.0 eV.

ORCA input file:
```
! wB97M-V def2-TZVPD RIJCOSX def2/J DEFGRID3
* xyz -1 1
S -3.191 -1.120 -2.858
F -4.345 -3.018 -0.442
F -2.931 -2.616 1.604
F -4.756 -1.735 -2.252
F -4.112 -0.411 1.645
O -3.962 0.078 -2.386
N 2.954 0.365 3.004
N 1.375 1.368 4.178
N -1.417 -0.541 0.309
C -4.355 -1.725 -0.930
C 2.903 2.219 5.982
C 4.239 2.246 6.403
C 0.755 -0.989 -3.909
C 2.432 0.852 -4.246
C 1.609 0.653 3.090
C -0.529 -1.438 -3.586
C -0.738 0.589 2.325
C 4.939 0.928 4.474
C 3.599 0.918 4.080
C 0.038 1.294 -3.594
C 5.237 1.611 5.659
C 2.587 1.540 4.797
C 1.044 0.380 -3.927
C -1.538 -0.521 -3.274
C -1.246 0.845 -3.271
C -3.731 -1.470 -4.551
C -0.127 -0.883 0.122
C 0.902 -0.530 0.982
C 0.597 0.227 2.117
C -1.695 0.189 1.409
B -3.288 -1.376 0.955
Be -2.673 -1.014 -0.808
H 2.832 0.310 -5.110
H 2.442 1.918 -4.497
H 3.398 -0.166 2.273
H -3.634 -0.574 -5.169
H 5.714 0.436 3.898
H -5.060 -1.111 -0.334
H 4.499 2.769 7.320
H 0.243 2.362 -3.580
H -1.028 1.177 3.192
H -1.577 -0.504 -1.567
H 1.531 -1.715 -4.143
H -0.727 -2.506 -3.573
H -2.740 0.453 1.541
H 1.909 -0.851 0.748
H -3.132 -2.283 -4.969
H 3.090 0.692 -3.386
H 2.123 2.709 6.553
H -4.779 -1.777 -4.523
H 6.267 1.647 6.009
H -2.015 1.571 -3.013
H 0.067 -1.471 -0.771
*
```